Molecular formula: C9H10AlF5N
Method: DFT, ωB97M-V/def2-TZVPD

```
! RIJCOSX wB97M-V def2-TZVPD def2/J DEFGRID3
* xyz -1 1
C -0.554 0.739 -1.687
C 0.891 0.924 -1.490
C 1.065 2.086 -0.687
C -0.203 2.594 -0.348
C -1.200 1.797 -0.953
Al -0.222 -0.611 -0.168
N -2.268 -0.511 0.213
C 0.376 -2.296 -0.822
C 1.712 -2.029 -1.005
H 2.032 2.502 -0.395
H 1.684 0.338 -1.980
H -0.390 3.473 0.288
H -2.289 1.948 -0.888
H -1.005 0.124 -2.467
H 2.150 -1.749 -1.928
H -0.133 -2.625 0.184
H -2.658 -0.908 1.095
H 2.428 -2.395 -0.317
H -0.481 -2.169 -1.591
F 0.921 1.079 1.770
C 0.473 -0.234 1.762
F 1.589 -1.052 1.860
C -0.470 -0.450 2.926
F 0.170 -0.184 4.081
F -1.564 0.361 2.863
F -0.894 -1.750 2.959
*
```

For the LUMO energy (spin up / spin down), the calculation gives 2.5 / 2.5 eV. The calculated total energy is -31166.01763 eV. Its highest occupied orbital energy (spin up / spin down) is -2.12 / -2.16 eV.



Molecular formula: H2N2OS
Method: DFT, ωB97M-V/def2-TZVPD

```
! RIJCOSX wB97M-V def2-TZVPD def2/J DEFGRID3
* xyz 0 1
O 1.684 -0.456 -0.308
N 0.526 0.283 -0.499
N -0.373 -0.110 0.268
S -1.850 0.590 0.254
H 2.316 -0.083 -0.939
H -2.303 -0.224 1.223
*
```

As for the SMILES: O/N=N/S. For the LUMO energy, the calculation gives 0.8 eV. The calculated total energy is -15892.53885 eV. Its highest occupied orbital energy is -9.42 eV. Its energy above the lowest of the compared OMol25 structures with the same formula, charge and spin is 41.5 kcal per mole.



Molecular formula: C8H10ClFeNO4
Method: DFT, ωB97M-V/def2-TZVPD

```
! RIJCOSX wB97M-V def2-TZVPD def2/J DEFGRID3
* xyz -1 6
C 0.266 -1.873 -2.132
C -1.022 -1.700 -1.595
C -0.910 -1.369 -0.244
C 0.475 -1.520 0.136
C 1.308 -1.799 -1.087
Fe 0.385 0.034 -1.147
C -1.046 1.775 -0.449
C -0.718 2.912 -1.233
C 0.330 3.221 -1.990
N 2.489 -0.920 -0.975
H -1.717 -1.000 0.389
H -1.996 -1.823 -2.137
H 0.814 -1.327 1.092
H 1.963 -2.632 -1.148
H 0.391 -2.304 -3.137
H -2.078 1.441 -0.551
H 2.819 -0.301 -1.824
H -0.790 1.536 0.558
H 0.205 4.087 -2.502
H 1.264 2.792 -2.324
O 0.177 -1.155 3.593
Cl -0.488 0.159 3.527
O -1.108 0.484 4.781
O 0.507 1.169 3.149
O -1.519 0.111 2.457
*
```

As for the expectation value of S²: 8.8300. For the LUMO energy (spin up / spin down), the calculation gives 1.9 / 1.7 eV. The calculated total energy is -65033.07224 eV. Its highest occupied orbital energy (spin up / spin down) is -3.46 / -5.39 eV. Its energy above the lowest of the compared OMol25 structures with the same formula, charge and spin is 123.4 kcal per mole.



Molecular formula: C34H89O23P5S
Method: DFT, ωB97M-V/def2-TZVPD

```
! RIJCOSX wB97M-V def2-TZVPD def2/J DEFGRID3
* xyz 0 1
C 19.955 16.182 17.127
C 20.456 17.625 17.077
O 19.330 18.500 16.757
P 19.205 19.066 15.288
O 19.373 18.050 14.236
O 20.209 20.247 15.176
C 20.569 20.708 13.874
C 21.944 20.084 13.542
O 17.724 19.611 15.188
C 17.223 20.635 16.089
C 16.349 19.992 17.130
H 19.606 15.901 16.142
H 20.797 15.617 17.521
H 19.146 16.048 17.843
H 20.868 18.012 18.038
H 21.221 17.696 16.292
H 19.882 20.233 13.173
H 20.582 21.760 13.773
H 22.533 20.297 14.470
H 21.738 19.060 13.349
H 22.478 20.499 12.651
H 18.114 21.174 16.517
H 16.679 21.297 15.436
H 15.332 19.817 16.815
H 16.830 19.150 17.563
H 16.198 20.759 17.935
C 14.808 22.862 24.403
C 15.528 23.506 23.240
O 14.688 23.832 22.141
P 14.405 22.887 20.897
O 13.265 23.393 20.164
O 15.820 23.014 20.142
C 16.098 24.069 19.190
C 15.966 25.461 19.831
O 14.373 21.386 21.411
C 13.915 20.398 20.400
C 13.815 19.090 21.122
H 14.377 21.870 24.285
H 15.462 22.744 25.249
H 13.998 23.520 24.734
H 16.018 24.429 23.569
H 16.239 22.767 22.865
H 17.085 23.867 18.747
H 15.332 24.061 18.423
H 16.513 26.216 19.257
H 14.953 25.752 20.005
H 16.529 25.374 20.784
H 12.964 20.702 19.988
H 14.658 20.348 19.582
H 13.713 18.297 20.413
H 14.702 18.908 21.722
H 12.959 19.041 21.815
C 13.931 12.593 15.176
C 13.623 11.367 14.302
O 13.755 11.605 12.862
P 12.800 12.643 12.139
O 11.375 12.619 12.608
O 13.362 14.149 12.027
C 14.679 14.361 11.504
C 15.425 15.259 12.483
O 13.022 12.247 10.583
C 12.573 11.055 10.032
C 13.714 10.438 9.322
H 13.278 13.419 14.835
H 13.839 12.547 16.265
H 14.899 13.030 14.898
H 14.232 10.483 14.472
H 12.621 11.015 14.510
H 15.181 13.406 11.410
H 14.675 14.734 10.475
H 14.752 16.077 12.702
H 15.740 14.715 13.354
H 16.267 15.820 12.067
H 12.228 10.408 10.837
H 11.697 11.244 9.401
H 14.649 10.428 9.930
H 13.528 9.393 9.012
H 13.882 10.932 8.364
C 14.948 23.729 10.787
C 15.002 22.177 10.649
O 13.927 21.560 11.322
P 14.282 20.533 12.439
O 14.828 21.035 13.708
O 12.932 19.722 12.549
C 12.312 19.387 13.819
C 11.952 17.940 13.553
O 15.248 19.618 11.670
C 16.284 18.935 12.471
C 17.509 18.691 11.580
H 15.601 24.293 10.132
H 13.953 23.968 10.405
H 15.012 24.087 11.803
H 15.175 21.868 9.625
H 15.919 21.912 11.177
H 12.953 19.490 14.681
H 11.372 19.926 13.952
H 11.288 17.687 14.383
H 11.408 17.750 12.615
H 12.787 17.267 13.698
H 16.451 19.628 13.320
H 15.881 17.981 12.851
H 18.263 18.194 12.196
H 17.281 18.035 10.719
H 17.875 19.597 11.120
C 7.625 21.955 19.146
C 8.979 21.320 19.187
O 9.210 20.555 17.942
P 10.488 19.678 17.567
O 10.250 18.988 16.309
O 10.807 18.714 18.839
C 10.323 17.323 18.880
C 11.235 16.646 19.989
O 11.810 20.612 17.663
C 11.713 21.804 16.977
C 13.068 22.407 16.966
H 6.882 21.155 18.985
H 7.380 22.457 20.104
H 7.465 22.573 18.265
H 9.806 22.085 19.242
H 9.018 20.676 20.078
H 9.292 17.293 19.224
H 10.404 16.883 17.915
H 11.119 17.169 20.923
H 10.706 15.711 20.121
H 12.257 16.518 19.630
H 11.381 21.570 15.944
H 10.992 22.533 17.332
H 13.710 21.823 16.341
H 12.920 23.386 16.527
H 13.541 22.613 17.934
C 9.260 12.383 17.417
S 9.974 13.817 16.822
O 11.207 14.087 17.654
C 10.405 13.278 15.252
H 9.907 11.489 17.346
H 8.395 12.299 16.750
H 8.965 12.498 18.464
H 9.529 13.270 14.611
H 10.887 12.300 15.286
H 11.131 13.950 14.839
C 16.822 16.264 15.743
O 16.144 15.004 15.876
H 16.260 16.840 14.999
H 16.942 16.822 16.682
H 17.826 16.138 15.318
H 15.357 15.111 16.435
C 13.082 16.784 16.763
O 13.533 15.627 17.548
H 14.014 17.307 16.448
H 12.693 16.450 15.797
H 12.470 17.424 17.344
H 12.721 15.075 17.655
*
```

For the LUMO energy, the calculation gives 0.6 eV. The calculated total energy is -141084.98325 eV. Its highest occupied orbital energy is -9.17 eV.



Q: Which of these has the highest calculated total energy?
A: H2N2OS



Q: calculated total energy of number 1 (C9H10AlF5N)?
A: -31166.01763 eV